Entry 1:
The following is a quantum chemistry calculation of a 11-piece molecular cluster, C41H114N12O11 overall, from the Open Molecules 2025 dataset.

Frontier orbital gap = 9.07 eV
Molecular weight = 951.44 g mol⁻¹
LUMO energy = 0.17 eV
SMILES string = COC[C@H](C)N.COC[C@H](C)N.COC[C@H](C)N.COC[C@H](C)N.COC[C@H](C)N.COC[C@H](C)N.COC[C@H](C)N.COC[C@H](C)N.COC[C@H](C)N.COC[C@H](C)N.NC(N)=O

The geometry in XYZ format:
```
178
Properties=species:S:1:pos:R:3:forces:R:3
C 1.1804 -0.5195 9.1802 1.5 -0.4 0.2
O 1.0360 0.5344 10.1261 -1.1 0.0 -0.8
C -0.2919 0.6957 10.6612 0.6 -0.6 0.1
C -1.2552 1.5036 9.8073 -0.6 1.5 -0.2
C -2.5906 1.7089 10.5055 0.8 -0.1 0.7
N -1.5463 1.0152 8.4654 1.0 -1.0 0.5
H 2.2118 -0.4396 8.8365 0.0 0.1 -0.1
H 0.5835 -0.5852 8.2705 -0.4 0.6 0.2
H 1.1425 -1.5144 9.6238 -0.4 -0.1 0.5
H -0.6679 -0.3038 10.8794 -0.4 -0.3 -0.1
H -0.1530 1.1646 11.6354 0.0 0.3 -0.1
H -0.7845 2.4719 9.6374 0.1 0.3 0.3
H -2.3342 2.1263 11.4793 -0.5 0.0 0.3
H -3.0440 0.7267 10.6387 -0.3 0.0 0.1
H -3.2822 2.3762 9.9912 0.3 -0.1 -0.1
H -1.8820 0.0854 8.6722 -0.9 -0.6 -0.4
H -0.6156 0.7559 8.1710 0.2 0.4 -1.1
C -3.4471 -4.2443 9.4350 1.0 0.3 -1.0
O -2.9129 -3.8898 8.1399 -0.8 -0.2 0.9
C -2.7774 -5.0274 7.2518 0.1 3.5 0.4
C -2.2798 -4.3241 5.9606 0.2 -2.8 -0.3
C -3.2736 -3.4346 5.2589 0.7 0.9 0.9
N -1.9261 -5.4016 5.0149 0.2 -0.2 -0.5
H -4.3044 -4.8986 9.2770 -0.1 -0.1 0.5
H -3.6998 -3.3459 9.9981 -0.3 0.1 -0.4
H -2.6312 -4.6943 10.0005 -0.2 -0.6 0.2
H -2.0372 -5.6634 7.7373 -0.1 -0.6 -0.5
H -3.7690 -5.4473 7.0829 0.1 -0.6 0.0
H -1.3634 -3.7791 6.1870 -0.1 0.1 0.1
H -3.2122 -2.5151 5.8411 -0.8 0.2 -0.2
H -4.2845 -3.8407 5.2218 0.0 0.0 0.0
H -2.8888 -3.1960 4.2674 -0.2 -0.2 -0.1
H -1.6739 -6.2631 5.4778 0.2 -0.1 0.2
H -2.7427 -5.6459 4.4732 -0.1 0.1 -0.3
C -3.9730 -0.5508 -8.7168 -1.4 0.7 1.0
O -4.3874 0.3084 -9.7979 1.3 -0.5 0.4
C -5.6650 0.0669 -10.2905 -1.1 -0.8 -1.9
C -5.9894 0.9788 -11.4605 0.4 3.5 -0.6
C -7.3376 0.8254 -12.1840 -0.2 -1.8 1.5
N -4.9488 1.0462 -12.4863 0.7 -0.8 -0.4
H -4.7989 -0.5023 -8.0071 -0.2 -0.3 0.3
H -3.1317 -0.1727 -8.1360 0.2 0.5 -0.7
H -3.7798 -1.6142 -8.8583 -0.1 0.0 -1.1
H -5.7801 -0.8919 -10.7961 0.4 -0.9 0.6
H -6.4787 0.1842 -9.5748 0.1 0.0 0.5
H -5.9957 1.9802 -11.0302 -0.3 0.4 0.5
H -8.1655 1.0452 -11.5100 0.0 0.3 0.1
H -7.4367 -0.2506 -12.3271 -0.2 -0.2 -0.6
H -7.5244 1.3293 -13.1323 0.6 0.2 0.2
H -4.0655 1.3690 -12.1181 0.1 -0.3 0.5
H -5.1651 1.7677 -13.1593 -0.5 -0.1 -0.1
C -4.4096 8.1314 2.9693 0.0 -2.1 0.6
O -3.8971 6.8376 2.5246 0.5 0.1 0.0
C -4.2353 5.7010 3.3593 0.7 0.1 -0.5
C -3.3806 4.4460 2.9737 -0.5 -0.6 -1.4
C -3.5179 3.9518 1.5280 -0.4 0.7 -1.5
N -3.7029 3.2155 3.7506 0.1 1.4 0.4
H -4.0713 8.3021 3.9913 -0.1 0.1 0.2
H -5.4918 8.0018 2.9549 -0.2 0.7 0.0
H -4.0573 8.9803 2.3834 0.0 -0.6 -0.5
H -3.9196 5.9025 4.3830 -0.3 0.3 0.4
H -5.3100 5.5257 3.3119 -0.1 -0.2 0.0
H -2.3541 4.8066 3.0389 0.3 -0.2 0.5
H -2.9170 4.5160 0.8148 0.1 0.3 0.2
H -4.5243 3.9887 1.1111 -0.4 0.3 0.4
H -3.2608 2.9170 1.3016 0.4 -0.2 0.8
H -3.0750 2.5028 3.4072 0.0 -0.2 0.0
H -3.4706 3.3520 4.7240 0.0 -0.1 0.3
C 2.6937 4.8475 -5.8223 1.2 -0.9 0.6
O 2.4846 5.4974 -7.0396 -2.0 0.1 -0.1
C 1.0665 5.5923 -7.3815 -0.2 0.2 -0.8
C 0.2573 4.2551 -7.6485 2.8 -1.0 -1.1
C 1.0331 3.3551 -8.6149 2.2 -0.2 0.7
N -0.9604 4.4049 -8.3746 -2.4 1.5 0.1
H 3.7157 4.9746 -5.4653 0.2 0.7 -0.4
H 2.7075 3.7653 -5.9519 -0.8 -0.3 0.0
H 2.0811 5.1471 -4.9720 -0.6 0.1 -0.3
H 0.5129 6.2456 -6.7071 0.1 -0.4 0.9
H 1.0479 6.2413 -8.2570 0.2 -0.5 -0.6
H 0.2207 3.7300 -6.6940 -0.9 0.1 0.1
H 1.9888 3.0415 -8.1948 0.4 0.1 -0.1
H 1.2459 3.9334 -9.5140 0.0 -0.1 -0.2
H 0.5733 2.4050 -8.8871 -0.6 0.2 0.1
H -0.7803 4.8917 -9.2410 0.3 1.0 0.1
H -1.2381 3.5451 -8.8259 -0.2 -0.7 0.8
C 0.5585 -0.2236 -1.3628 0.7 -0.3 -0.5
O 0.3021 -0.2696 0.0331 -0.2 -0.1 -0.9
C 1.3855 -0.5194 0.9281 -0.9 -0.2 1.0
C 1.6513 0.7397 1.7187 0.7 1.8 -0.7
C 2.2192 1.8096 0.7997 -0.3 0.3 -1.7
N 2.4607 0.6065 2.9271 -0.7 -0.9 -0.2
H -0.2980 -0.3578 -2.0234 -0.8 -0.1 0.9
H 1.2154 -1.0283 -1.6931 0.4 -0.1 0.3
H 0.9776 0.7095 -1.7393 0.3 0.3 0.5
H 1.0037 -1.2013 1.6879 -0.1 -0.5 -0.2
H 2.2598 -0.9867 0.4751 0.1 0.2 -0.3
H 0.6734 1.1438 1.9801 -0.2 -0.3 0.4
H 2.3313 2.8040 1.2319 0.1 -0.1 0.3
H 1.5591 1.9246 -0.0601 -0.6 0.3 0.2
H 3.1048 1.5589 0.2158 0.7 -0.3 0.7
H 2.7089 1.5408 3.2199 0.3 -0.1 0.1
H 3.2838 0.0674 2.6991 0.4 0.2 0.2
C 3.3809 -5.3085 -12.2103 0.2 -0.4 0.5
O 2.7720 -5.1035 -10.9546 0.1 0.8 1.1
C 3.2738 -3.9722 -10.1966 -2.1 0.8 -0.7
C 3.0547 -4.1045 -8.6842 0.3 0.1 -1.2
C 2.9355 -2.7199 -7.9667 -0.2 -1.2 1.5
N 4.1327 -4.9733 -8.2659 1.0 -0.3 1.1
H 4.3936 -5.6308 -11.9681 0.3 -0.1 -0.7
H 3.3873 -4.4674 -12.9036 0.0 0.5 0.3
H 2.8212 -6.0950 -12.7164 0.1 -0.2 0.2
H 4.3273 -3.7368 -10.3481 0.2 -0.3 -0.4
H 2.7077 -3.1087 -10.5457 0.0 0.3 -0.3
H 2.1572 -4.6785 -8.4542 -0.3 0.3 -0.3
H 2.5700 -2.9446 -6.9647 -0.7 -0.4 0.1
H 2.1833 -2.0441 -8.3735 0.3 -0.1 -0.4
H 3.8096 -2.2035 -7.5700 0.7 0.1 -1.3
H 4.0410 -5.8503 -8.7585 -0.6 -0.4 0.2
H 4.9707 -4.6449 -8.7240 0.5 0.5 0.4
C -7.8667 -4.1376 -2.7368 0.3 -1.7 1.8
O -6.8476 -4.3247 -1.7113 0.0 1.2 0.0
C -6.3622 -5.6029 -1.2804 0.1 1.1 -1.4
C -5.2276 -5.3790 -0.2798 -0.3 1.0 0.4
C -3.9324 -4.7898 -0.8937 0.5 0.8 -0.2
N -4.9631 -6.5773 0.4684 0.7 -1.5 -0.5
H -8.3636 -3.1734 -2.6296 0.6 0.2 0.1
H -8.6177 -4.8692 -2.4387 -0.4 -0.2 -0.8
H -7.5038 -4.2923 -3.7529 0.1 -0.1 0.1
H -7.1208 -6.2478 -0.8369 -0.4 0.1 0.1
H -5.9455 -6.0931 -2.1603 0.1 -0.5 -0.2
H -5.6100 -4.7273 0.5058 0.0 0.8 -0.4
H -4.0281 -4.1834 -1.7944 -1.0 0.1 0.0
H -3.1154 -5.4333 -1.2203 -0.4 -1.0 0.4
H -3.4207 -4.0954 -0.2273 -0.2 -0.1 0.5
H -4.9248 -7.2895 -0.2467 0.7 -0.7 0.0
H -5.7427 -6.9111 1.0169 -0.4 0.6 0.3
C 6.8959 -0.3173 -2.5881 -0.9 -0.3 1.4
O 7.7017 -0.0052 -1.4252 -0.3 -1.4 -0.6
C 7.7424 -1.1881 -0.5642 0.3 1.2 -0.1
C 8.5029 -0.8542 0.7261 -1.0 1.6 0.0
C 7.8442 0.3017 1.5490 -0.8 -0.7 -1.0
N 9.8993 -0.5197 0.4804 0.5 -1.3 0.2
H 5.9424 -0.6255 -2.1592 -0.4 -0.2 -0.2
H 7.2305 -1.1731 -3.1744 0.6 0.1 0.0
H 6.6341 0.5195 -3.2357 0.8 0.3 0.3
H 6.7574 -1.5923 -0.3309 -0.5 0.5 0.1
H 8.2179 -2.0314 -1.0651 0.5 0.1 -0.3
H 8.3290 -1.7276 1.3547 1.0 -0.4 0.0
H 7.2131 0.8965 0.8887 0.6 0.6 -0.2
H 8.5995 0.8785 2.0828 -0.3 0.0 0.0
H 7.0754 -0.1094 2.2032 0.4 -0.1 0.5
H 10.2318 -1.1681 -0.2190 0.4 -0.1 0.0
H 10.1365 0.3903 0.1122 -0.8 0.3 0.1
C 5.5997 3.8015 7.9129 0.4 -0.1 -0.9
O 4.5074 4.4402 7.1986 0.7 -1.1 1.3
C 3.6995 5.2904 8.0391 0.1 -0.4 -1.9
C 2.3380 5.5746 7.3181 2.3 0.6 -1.5
C 2.4896 6.3458 5.9681 0.3 -0.4 0.6
N 1.5279 6.4102 8.1178 -1.4 -0.7 0.5
H 6.4522 4.4593 8.0826 -0.2 0.6 0.2
H 6.0591 3.0069 7.3250 -0.5 0.1 -0.8
H 5.4122 3.2425 8.8297 -1.0 0.6 0.4
H 3.5095 4.7827 8.9848 0.0 0.3 0.3
H 4.2610 6.2220 8.1089 -0.2 0.3 0.7
H 1.9245 4.5966 7.0719 -0.5 0.0 0.3
H 3.0949 5.8297 5.2229 -0.2 -0.1 0.1
H 2.9640 7.3126 6.1363 0.2 0.1 0.2
H 1.4865 6.5679 5.6039 0.0 -0.2 -0.2
H 1.2590 5.9120 8.9543 0.0 0.9 0.4
H 1.8262 7.3733 8.1775 0.0 -0.3 0.5
N 3.0754 -4.7972 5.0620 -1.3 1.6 4.2
C 3.6358 -5.0729 3.9348 5.0 -0.3 -0.5
N 2.7724 -5.5444 3.1080 -3.2 -1.5 -3.6
O 4.8573 -4.9797 3.7832 -0.2 0.1 -0.5
H 2.1066 -5.0541 5.1866 0.5 0.3 0.9
H 3.7451 -4.6124 5.7952 -0.7 0.1 0.3
H 1.8237 -5.4552 3.4427 -0.1 -0.5 -1.0
H 2.9812 -5.9935 2.2278 0.0 0.4 0.3
```
Positions in Å, forces in eV/Å.


Entry 2:
The following is a quantum chemistry calculation of a 2-piece molecular cluster, C4H14N2O overall, from the Open Molecules 2025 dataset.

Frontier orbital gap = 10.26 eV
Molecular weight = 106.17 g mol⁻¹
LUMO energy = 0.92 eV
SMILES string = CC[C@@H](N)CN.O

The geometry in XYZ format:
```
21
Properties=species:S:1:pos:R:3:forces:R:3
C 0.2657 -0.5441 2.2383 0.1 0.1 -0.1
C -0.8391 0.2092 1.4800 0.0 -0.7 0.8
C -0.3954 0.3981 0.0510 0.3 0.4 -0.9
N -0.2209 -0.8751 -0.6873 -0.1 0.9 0.4
C -1.1859 1.4792 -0.7162 0.2 -0.2 0.5
N -0.6920 1.6984 -2.0721 0.1 -1.1 0.0
H 1.1477 0.0971 2.3098 0.1 -0.2 -0.2
H 0.5022 -1.4522 1.6854 0.3 0.1 0.0
H 0.0527 -0.8422 3.2595 -0.5 0.1 0.1
H -1.7720 -0.3595 1.5738 0.0 0.0 -0.4
H -1.0497 1.1638 1.9625 0.1 0.2 -0.1
H 0.6108 0.8430 0.1109 0.1 -0.1 0.0
H -0.1120 -0.5813 -1.6495 -0.2 -0.5 -0.3
H -1.0547 -1.4486 -0.6176 0.0 0.1 -0.1
H -1.0318 2.3633 -0.0896 -0.5 0.2 -0.1
H -2.2422 1.2062 -0.7830 -0.1 0.1 0.3
H 0.2460 1.3499 -2.2061 0.2 0.2 0.1
H -0.7255 2.6489 -2.3604 0.0 0.7 -0.1
O 2.5501 -1.9983 -0.1324 0.2 0.1 0.6
H 2.9471 -2.4215 -0.8925 0.0 0.2 -0.3
H 2.0967 -1.1933 -0.4159 -0.1 -0.5 -0.2
```
Positions in Å, forces in eV/Å.


Entry 3:
The following is a quantum chemistry calculation of an isolated molecule of C7H14N2O3, from the Open Molecules 2025 dataset.

Frontier orbital gap = 10.18 eV
Molecular weight = 174.20 g mol⁻¹
LUMO energy = 0.52 eV
SMILES string = CC(C)[C@H](NC(=O)CN)C(=O)O

The geometry in XYZ format:
```
26
Properties=species:S:1:pos:R:3:forces:R:3
C -2.8975 -0.0059 -0.4856 0.7 2.6 -0.2
C -1.3906 0.5925 -0.4297 -1.0 -0.1 2.2
C -1.3313 2.0661 0.0774 -0.8 1.2 -1.8
C -0.5562 -0.2276 0.6019 -1.0 0.6 -0.1
N 0.9714 0.1233 0.8758 -2.0 -0.4 -1.3
C 2.0790 0.7087 0.1499 0.0 -1.0 0.5
O 2.4941 1.7639 0.5537 0.2 -0.2 -0.5
C 2.7363 -0.1857 -0.9167 -1.6 -1.7 -1.3
N 2.6131 -1.7250 -0.7201 1.5 3.4 -1.9
C -0.5920 -1.7880 0.4248 -0.7 1.4 -1.7
O -1.1769 -2.4182 -0.4104 0.0 -0.1 0.4
O 0.2731 -2.2319 1.2870 -0.7 -3.7 0.2
H -2.9464 -1.0967 -0.5437 0.0 0.4 0.6
H -3.2698 0.5641 0.4350 -0.4 -1.7 -1.1
H -3.5022 0.3666 -1.3903 1.1 -0.2 1.3
H -0.8797 0.5593 -1.3242 0.9 -0.3 -2.3
H -2.1398 2.3569 0.8123 1.1 -0.4 -0.7
H -1.2995 2.8527 -0.7606 -1.0 -1.3 0.7
H -0.3322 2.2823 0.3883 0.6 -0.1 1.2
H -1.0993 0.0283 1.5956 1.2 -0.7 -1.2
H 0.9055 0.6439 1.6896 0.2 1.6 1.7
H 3.7637 0.1026 -1.1872 -0.6 0.1 0.4
H 2.0502 -0.0287 -1.8273 1.2 0.0 0.9
H 3.2921 -2.1006 -0.1014 0.5 -0.1 0.8
H 1.7169 -1.8170 -0.3722 -1.8 -1.0 1.0
H 0.5183 -1.3858 1.5779 2.5 1.5 2.0
```
Positions in Å, forces in eV/Å.


Entry 4:
The following is a quantum chemistry calculation of an isolated ion of composition C7H12 and charge -1, from the Open Molecules 2025 dataset.

<S²> = 0.759
Frontier orbital gap (spin up / spin down) = 3.52 / 7.46 eV
2S+1 = 2
Molecular weight = 96.17 g mol⁻¹
LUMO energy (spin up / spin down) = 4.25 / 4.15 eV
Net charge = -1

The geometry in XYZ format:
```
19
Properties=species:S:1:pos:R:3:forces:R:3
C -2.0931 -0.4155 0.1475 -0.4 2.3 -2.8
C -1.0657 0.5034 0.8032 1.5 -0.5 0.9
C 0.2301 0.8647 -0.0065 -0.1 -4.7 1.1
C 0.3457 2.0306 -0.6394 -1.4 2.3 -0.9
C 1.6417 -0.6469 -1.4514 0.7 1.7 -3.7
C 1.0552 -0.3510 -0.2875 -0.8 1.2 3.1
C 1.3319 -1.2237 0.9928 -1.4 -1.3 -2.1
H -1.7749 -1.2625 -0.5124 0.0 1.0 0.5
H -2.8035 -0.7558 0.8464 -0.8 -0.6 1.1
H -2.6451 0.4540 -0.4065 0.3 -2.4 -0.2
H -0.8868 0.0074 1.7987 0.5 0.8 -0.5
H -1.6454 1.4054 0.9702 0.3 0.5 0.5
H -0.5163 2.6540 -0.7650 -0.8 0.5 0.4
H 1.0870 2.4474 -1.2530 1.6 -0.3 -0.6
H 1.5233 0.1769 -2.3230 0.2 -2.3 1.8
H 2.1725 -1.5815 -1.6763 0.0 0.5 0.2
H 0.4396 -1.9654 1.0454 1.5 0.9 0.5
H 1.3145 -0.5163 1.8103 0.2 -0.3 0.5
H 2.2892 -1.8254 0.9067 -1.1 0.8 0.2
```
Positions in Å, forces in eV/Å.


Entry 5:
The following is a quantum chemistry calculation of an isolated molecule of C3H3ClN2O, from the Open Molecules 2025 dataset.

Frontier orbital gap = 9.23 eV
Molecular weight = 118.52 g mol⁻¹
LUMO energy = -0.71 eV
SMILES string = N#C/C(CCl)=N/O

The geometry in XYZ format:
```
10
Properties=species:S:1:pos:R:3:forces:R:3
N -0.5632 2.8609 -0.1932 1.2 -6.3 -1.4
C -0.3674 1.6723 -0.3722 -2.1 12.1 0.5
C -0.1734 0.3797 -0.2072 -1.3 -6.6 -0.5
C 1.1120 -0.0441 0.4908 -2.5 -3.2 3.3
Cl 2.5995 -0.0813 -0.4819 -0.8 0.1 0.4
N -1.2574 -0.3657 -0.5901 2.7 3.2 0.9
O -1.3339 -1.6089 -0.1183 -1.6 -3.0 -3.3
H 0.6937 -1.1437 0.8287 2.0 2.1 -0.9
H 1.2337 0.4480 1.5506 0.1 -0.4 -2.5
H -1.9438 -2.1173 -0.9071 2.3 2.0 3.5
```
Positions in Å, forces in eV/Å.


no.,total energy (eV),strongest force on any atom (hartree/bohr)
1,-84757.7829,0.0992
2,-9402.5205,0.0215
3,-16606.5873,0.0807
4,-7450.0509,0.0940
5,-20705.3017,0.2387